[1]
C3H4CuMgO3 | wB97M-V/def2-TZVPD

## Properties
max |F|: 2.3 eV Å⁻¹
relative energy (zero: lowest compared OMol25 entry of this formula, charge and spin): 0.0000 eV

Geometry as ORCA input:
```
! RIJCOSX wB97M-V def2-TZVPD def2/J DEFGRID3
* xyz 1 1
O -1.641 -0.819 1.318
C -0.861 -0.084 0.685
C 2.569 -0.249 0.207
O -1.196 0.433 -0.433
O 0.392 -0.007 1.093
C 1.391 0.372 0.201
H 3.392 0.191 -0.358
H 2.695 -1.258 0.603
H 1.153 1.292 -0.337
H -4.709 -0.476 -0.733
Cu -0.053 0.966 -2.152
Mg -3.131 -0.360 -0.093
*
```

---

[2]
C15H30O11 | wB97M-V/def2-TZVPD

## Properties
max |F|: 4.2 eV Å⁻¹
SMILES string: COC(=O)OC.COC(=O)OC.COC(=O)OC.CC(C)=O.CC(C)=O

Geometry as ORCA input:
```
! RIJCOSX wB97M-V def2-TZVPD def2/J DEFGRID3
* xyz 0 1
C 0.145 2.116 2.303
O 0.482 1.353 1.131
C 1.268 0.281 1.222
O 1.930 -0.079 2.221
O 1.296 -0.356 0.080
C 1.740 -1.677 0.083
H -0.860 1.891 2.660
H 0.009 3.147 1.975
H 0.936 2.142 3.052
H 2.826 -1.692 0.166
H 1.411 -2.231 -0.797
H 1.376 -2.265 0.925
C -2.347 -0.541 -4.618
O -2.532 -1.735 -3.856
C -1.519 -2.245 -2.987
O -0.473 -1.657 -2.753
O -1.922 -3.304 -2.159
C -0.983 -3.991 -1.354
H -1.488 -0.612 -5.285
H -2.005 0.195 -3.890
H -3.224 -0.314 -5.223
H -0.767 -3.501 -0.405
H -0.037 -4.088 -1.887
H -1.148 -5.058 -1.207
C 3.940 1.253 -0.794
O 4.309 0.217 -1.652
C 5.564 -0.042 -2.055
O 6.506 0.581 -1.764
O 5.494 -0.950 -2.950
C 6.576 -1.713 -3.408
H 2.870 1.391 -0.642
H 4.177 2.228 -1.220
H 4.394 1.216 0.196
H 6.889 -1.240 -4.339
H 6.397 -2.748 -3.699
H 7.408 -1.649 -2.708
C -3.623 1.491 4.212
C -2.984 2.880 4.144
C -3.764 3.996 3.445
O -1.851 3.142 4.454
H -4.262 1.440 5.093
H -2.884 0.777 4.577
H -4.174 1.169 3.329
H -3.241 4.933 3.635
H -4.743 3.866 3.905
H -3.783 3.770 2.378
C -2.303 0.511 -0.461
C -2.880 -0.017 0.851
C -2.055 -0.927 1.705
O -3.973 0.334 1.192
H -3.127 0.760 -1.131
H -1.685 -0.232 -0.964
H -1.628 1.363 -0.380
H -2.491 -1.915 1.557
H -2.156 -0.661 2.757
H -1.030 -1.005 1.342
*
```

---

[3]
C20H26N2O3S | wB97M-V/def2-TZVPD

## Properties
max |F|: 0.7 eV Å⁻¹
SMILES string: COc1ccc(N[C@@H]2CCCC[C@@H]2NS(=O)(=O)c2ccc(C)cc2)cc1
relative energy (zero: lowest compared OMol25 entry of this formula, charge and spin): 1.6792 eV

Geometry as ORCA input:
```
! RIJCOSX wB97M-V def2-TZVPD def2/J DEFGRID3
* xyz 0 1
C 6.132 1.172 -1.658
O 5.677 1.061 -0.334
C 4.573 0.282 -0.099
C 3.924 -0.497 -1.048
C 2.811 -1.233 -0.699
C 2.296 -1.217 0.597
N 1.197 -2.021 0.886
C 0.305 -1.741 1.983
C -0.331 -3.035 2.512
C -1.446 -3.559 1.615
C -2.524 -2.494 1.452
C -1.923 -1.256 0.795
C -0.782 -0.686 1.636
N -0.204 0.468 0.966
S -0.014 0.610 -0.686
O 1.098 1.494 -0.868
O -0.017 -0.648 -1.385
C -1.515 1.482 -1.114
C -1.733 2.725 -0.552
C -2.891 3.416 -0.861
C -3.832 2.872 -1.731
C -5.072 3.636 -2.078
C -3.588 1.622 -2.290
C -2.431 0.926 -1.983
C 2.975 -0.455 1.550
C 4.089 0.281 1.205
H 5.349 1.557 -2.320
H 6.960 1.879 -1.628
H 6.493 0.212 -2.043
H 4.268 -0.533 -2.070
H 2.308 -1.818 -1.454
H 0.713 -2.298 0.042
H 0.911 -1.327 2.795
H -0.741 -2.838 3.505
H 0.456 -3.784 2.612
H -1.872 -4.462 2.056
H -1.043 -3.822 0.636
H -2.934 -2.235 2.432
H -3.341 -2.872 0.835
H -2.681 -0.480 0.666
H -1.545 -1.522 -0.190
H -1.204 -0.321 2.586
H 0.626 0.823 1.418
H -0.990 3.133 0.114
H -3.070 4.388 -0.426
H -4.861 4.332 -2.890
H -5.423 4.213 -1.227
H -5.864 2.967 -2.405
H -4.308 1.192 -2.969
H -2.224 -0.042 -2.410
H 2.646 -0.424 2.578
H 4.602 0.876 1.945
*
```

---

Number 1: HOMO -13.39 eV. Number 2: HOMO -9.56 eV. Number 3: HOMO -7.05 eV.